(1)
14
Properties=species:S:1:pos:R:3:lowdin_charge:R:1 method="wB97M-V/def2-TZVPD" homo_energy_ev=-9.2472 e_above_lowest_ev=4.073
C -2.396 1.151 0.720 -0.03
C -1.293 0.787 -0.005 -0.27
C -1.452 0.256 -1.390 -0.16
C 2.512 -1.057 -0.271 -1.06
S 3.587 -2.306 -0.206 0.69
S 2.219 -0.044 0.978 0.71
H -2.498 1.326 1.842 0.07
H -3.372 1.106 0.322 0.02
H -2.584 0.365 -1.670 0.09
H -0.989 -0.863 -1.360 0.12
H -0.997 0.853 -2.203 0.06
H -0.204 0.863 0.399 0.05
H 4.328 -2.176 0.935 -0.13
H 3.139 -0.261 1.909 -0.15



(2)
14
Properties=species:S:1:pos:R:3:lowdin_charge:R:1 method="wB97M-V/def2-TZVPD" homo_energy_ev=-8.9315 smiles="C=C(CS)CS" e_above_lowest_ev=1.393
C 0.243 1.631 -0.692 0.06
C 0.014 0.501 0.024 -0.49
C -1.442 0.094 0.230 -0.49
S -1.847 -1.649 -0.340 0.65
C 1.081 -0.255 0.655 -0.55
S 2.047 -1.544 -0.313 0.65
H -0.560 2.160 -1.210 0.07
H 1.291 1.951 -0.815 0.08
H -1.649 0.121 1.274 0.06
H -2.131 0.654 -0.371 0.05
H -0.897 -2.201 0.516 -0.13
H 1.820 0.561 0.905 0.08
H 0.685 -0.653 1.605 0.08
H 1.346 -1.372 -1.467 -0.13



(3)
15
Properties=species:S:1:pos:R:3:lowdin_charge:R:1 method="wB97M-V/def2-TZVPD" homo_energy_ev=-8.8977 smiles="S=C(S)S.C=CC" e_above_lowest_ev=1.088
S 0.782 -2.697 0.101 0.58
C -0.157 -1.915 -0.968 -1.67
S 0.498 -0.962 -2.278 0.71
S -1.917 -1.950 -0.924 0.68
H -0.673 -0.688 -2.873 -0.13
H -2.014 -2.724 0.155 -0.12
C 1.660 0.715 0.871 -0.04
C 0.353 0.739 1.060 -0.28
C -0.541 1.815 0.521 -0.11
H 2.147 1.479 0.286 0.06
H 2.292 -0.057 1.273 0.04
H -0.135 -0.037 1.640 0.08
H -1.528 1.768 0.973 0.07
H -0.655 1.720 -0.561 0.06
H -0.112 2.794 0.724 0.07